Entry 1:
A 2-piece molecular cluster, C2H7Cl2NSi overall in a non-equilibrium geometry. Source: the OMol25 dataset; level of theory: ωB97M-V/def2-TZVPD.

Properties
- charge = 0
- relative energy (zero: lowest compared OMol25 entry of this formula, charge and spin) (eV) = 4.084
- 2S+1 = 1
- frontier orbital gap (hartree) = 0.2620
- HOMO (eV) = -8.339
- lowest unoccupied orbital energy (Eh) = -0.045

The geometry in XYZ format:
```
13
Properties=species:S:1:pos:R:3:nbo_charge:R:1
C 0.702 1.330 -0.565 -0.412
C 0.941 -0.957 0.170 -0.456
N 0.039 0.118 -0.079 -0.835
Si -1.583 0.201 0.482 1.602
Cl -2.673 1.646 -0.304 -0.327
Cl -1.546 -3.142 0.064 -0.803
H 1.203 1.962 0.197 0.195
H 1.547 1.081 -1.221 0.222
H -0.041 1.989 -0.945 0.212
H 0.593 -1.917 0.627 0.290
H 1.474 -1.278 -0.739 0.209
H 1.808 -0.709 0.723 0.191
H -2.465 -0.324 1.591 -0.086
```

Entry 2:
A single C9H11N3O molecule in a non-equilibrium geometry. Source: the OMol25 dataset; level of theory: ωB97M-V/def2-TZVPD.

Properties
- charge = 0
- relative energy (zero: lowest compared OMol25 entry of this formula, charge and spin) (eV) = 4.147
- 2S+1 = 1
- frontier orbital gap (spin up / spin down) (hartree) = 0.2731 / 0.2731
- structure (SMILES) = C/N=C(\C)Nc1ccccc1N=O
- HOMO (spin up / spin down) (eV) = -8.455 / -8.456
- lowest unoccupied orbital energy (spin up / spin down) (Eh) = -0.038 / -0.038

The geometry in XYZ format:
```
24
Properties=species:S:1:pos:R:3:nbo_charge:R:1
C -0.073 -0.099 3.845 -0.453
N -0.794 -0.319 2.577 -0.505
C -0.046 -0.336 1.513 0.465
C 1.366 0.060 1.545 -0.680
N -0.775 -0.740 0.407 -0.592
C -0.482 -0.400 -0.916 0.217
C -1.177 -1.133 -1.839 -0.242
C -1.266 -0.726 -3.163 -0.149
C -0.334 0.205 -3.674 -0.244
C 0.493 0.883 -2.754 -0.136
C 0.316 0.708 -1.382 -0.040
N 0.617 1.677 -0.499 0.085
O 1.368 2.594 -0.844 -0.335
H -0.696 -0.096 4.694 0.202
H 0.535 -1.123 4.065 0.179
H 0.522 0.867 4.029 0.193
H 1.870 -0.612 2.195 0.238
H 1.412 1.048 1.722 0.250
H 1.874 -0.181 0.513 0.216
H -1.722 -0.833 0.729 0.427
H -1.805 -1.968 -1.354 0.221
H -1.946 -1.363 -3.676 0.222
H -0.437 0.296 -4.775 0.232
H 1.181 1.590 -2.958 0.228
```

Entry 3:
A 2-piece molecular cluster, C6H7FIN overall in a non-equilibrium geometry. Source: the OMol25 dataset; level of theory: ωB97M-V/def2-TZVPD.

Properties
- charge = 0
- relative energy (zero: lowest compared OMol25 entry of this formula, charge and spin) (eV) = 0.000
- 2S+1 = 1
- frontier orbital gap (hartree) = 0.3266
- structure (SMILES) = Cc1ncccc1F.I
- HOMO (eV) = -8.614
- lowest unoccupied orbital energy (Eh) = 0.010

The geometry in XYZ format:
```
16
Properties=species:S:1:pos:R:3:nbo_charge:R:1
C -2.091 -0.095 -0.482 -0.666
C -0.641 -0.024 -0.099 0.182
N 0.095 -1.167 -0.220 -0.450
C 1.204 -1.333 0.462 0.028
C 1.800 -0.266 1.233 -0.260
C 1.158 1.030 1.182 -0.242
C -0.116 1.127 0.577 0.331
F -0.791 2.264 0.377 -0.315
H -2.364 -1.154 -0.700 0.244
H -2.452 0.576 -1.212 0.226
H -2.564 -0.030 0.504 0.235
H 1.676 -2.371 0.318 0.202
H 2.693 -0.452 1.847 0.226
H 1.603 1.766 1.798 0.230
I 0.095 0.687 -2.826 -0.092
H 1.518 -0.223 -3.181 0.120
```

Entry 4:
C30H37CeN10P as an isolated structure in a non-equilibrium geometry. Source: the OMol25 dataset; level of theory: ωB97M-V/def2-TZVPD.

Properties
- charge = +1
- 2S+1 = 2
- frontier orbital gap (spin up / spin down) (hartree) = 0.1968 / 0.2167
- HOMO (spin up / spin down) (eV) = -8.556 / -9.112
- lowest unoccupied orbital energy (spin up / spin down) (Eh) = -0.118 / -0.118

The geometry in XYZ format:
```
79
Properties=species:S:1:pos:R:3:mulliken_spin:R:1
Ce 0.874 0.731 0.303 0.913
N 2.223 1.511 -1.388 -0.002
C 3.132 0.370 -1.339 0.003
C 3.576 -0.137 0.063 0.009
N 2.533 -0.438 1.043 -0.003
C 1.956 -1.780 1.102 0.013
C 0.717 -2.078 0.209 -0.005
N -0.421 -1.169 0.308 0.001
H 1.505 1.373 -2.475 0.001
H 2.488 2.315 -1.392 0.000
H 4.023 0.605 -1.932 0.001
H 2.638 -0.466 -1.848 -0.003
H 4.194 0.660 0.497 -0.009
H 4.246 -0.997 -0.055 0.000
H 2.899 -0.113 2.127 0.003
H 1.632 -1.938 2.139 0.001
H 2.729 -2.535 0.917 0.002
H 0.370 -3.098 0.409 0.003
H 1.056 -2.070 -0.834 -0.002
H -1.044 -1.266 0.872 0.001
H -1.007 -1.173 -0.864 0.005
N -1.417 -0.388 2.576 -0.005
C -0.445 0.253 3.320 0.001
N -0.570 0.232 4.637 0.004
C 0.393 0.848 5.302 0.008
N 0.292 0.877 6.680 0.004
N 1.424 1.467 4.756 0.011
C 1.469 1.410 3.421 -0.015
N 0.553 0.807 2.661 -0.017
C 2.611 2.058 2.734 0.068
C 3.615 2.736 3.433 0.006
C 4.664 3.329 2.732 0.023
C 4.693 3.236 1.348 0.001
C 3.670 2.549 0.720 0.024
N 2.644 1.964 1.375 0.025
H -1.846 -1.123 3.120 0.000
H -1.038 -0.641 1.673 0.004
H -0.672 0.753 6.957 0.000
H 0.779 1.680 7.052 0.000
H 3.586 2.804 4.517 0.002
H 5.448 3.858 3.265 0.001
H 5.494 3.686 0.771 0.000
H 3.646 2.446 -0.361 0.010
N -0.559 0.930 -1.622 -0.002
P -1.695 -0.186 -1.905 -0.006
C -2.813 -0.149 -0.431 0.000
C -3.910 -1.022 -0.374 -0.001
C -4.766 -1.008 0.731 0.001
C -4.532 -0.123 1.786 -0.001
C -3.442 0.750 1.737 0.004
C -2.584 0.739 0.632 0.018
C -0.764 -1.778 -2.057 -0.003
C -1.055 -2.852 -1.200 0.001
C -0.353 -4.057 -1.312 0.000
C 0.647 -4.197 -2.276 0.000
C 0.948 -3.132 -3.128 0.000
C 0.247 -1.927 -3.019 0.000
C -2.538 0.381 -3.451 0.000
C -3.920 0.633 -3.451 0.000
C -4.560 1.063 -4.617 0.000
C -3.827 1.248 -5.791 0.000
C -2.452 1.006 -5.799 0.000
C -1.809 0.576 -4.634 0.000
H -4.100 -1.712 -1.186 0.000
H -5.610 -1.684 0.769 0.000
H -5.195 -0.113 2.642 0.000
H -3.262 1.437 2.554 0.000
H -1.748 1.424 0.614 -0.012
H -1.822 -2.767 -0.445 0.000
H -0.585 -4.881 -0.650 0.000
H 1.190 -5.130 -2.362 0.000
H 1.727 -3.240 -3.872 0.000
H 0.504 -1.117 -3.681 0.000
H -4.508 0.500 -2.555 0.000
H -5.626 1.254 -4.610 0.000
H -4.324 1.582 -6.693 0.000
H -1.883 1.155 -6.708 0.000
H -0.745 0.405 -4.663 0.000
H 0.411 2.848 0.477 -0.083
```

Entry 5:
An isolated ion of composition C2H3N4S and charge -1 in a non-equilibrium geometry. Source: the OMol25 dataset; level of theory: ωB97M-V/def2-TZVPD.

Properties
- charge = -1
- relative energy (zero: lowest compared OMol25 entry of this formula, charge and spin) (eV) = 4.253
- 2S+1 = 1
- frontier orbital gap (spin up / spin down) (hartree) = 0.2238 / 0.2208
- HOMO (spin up / spin down) (eV) = -2.986 / -2.921
- lowest unoccupied orbital energy (spin up / spin down) (Eh) = 0.114 / 0.113

The geometry in XYZ format:
```
10
Properties=species:S:1:pos:R:3:nbo_charge:R:1
C -0.260 0.233 0.416 0.050
C 0.760 -0.103 -0.624 0.168
N -1.518 0.344 0.372 -0.160
N 0.587 -0.497 -1.738 -0.601
N -2.488 -0.202 -0.219 -0.267
N 1.987 0.155 0.111 -0.896
S -4.041 0.321 -0.355 -0.148
H 0.231 0.169 1.404 0.153
H 1.950 -0.204 1.066 0.338
H 2.793 -0.216 -0.433 0.364
```

Entry 6:
C38H38IrN5O6P2S3 as an isolated structure in a non-equilibrium geometry. Source: the OMol25 dataset; level of theory: ωB97M-V/def2-TZVPD.

Properties
- charge = +3
- 2S+1 = 2
- frontier orbital gap (spin up / spin down) (hartree) = 0.2194 / 0.2521
- HOMO (spin up / spin down) (eV) = -14.789 / -15.689
- lowest unoccupied orbital energy (spin up / spin down) (Eh) = -0.324 / -0.324

The geometry in XYZ format:
```
93
Properties=species:S:1:pos:R:3:mulliken_spin:R:1
Ir -0.169 1.643 0.478 -0.005
N -3.901 4.074 1.432 0.001
C -3.324 2.987 2.336 0.001
C -3.941 3.101 3.727 0.003
P -3.713 1.349 1.505 0.047
O -5.190 1.750 1.032 0.000
O -2.874 -0.193 3.587 0.065
O -2.754 1.040 0.425 -0.008
P -1.488 3.213 2.298 -0.003
O -1.339 4.470 3.222 0.000
O -0.802 1.959 2.720 -0.001
O -1.166 3.493 0.821 0.000
H -4.808 3.779 1.051 -0.001
H -3.253 4.253 0.653 0.000
H -4.034 4.943 1.956 0.001
H -5.023 2.964 3.696 0.000
H -3.719 4.072 4.169 0.000
H -3.514 2.339 4.381 -0.002
H -5.627 1.149 0.408 0.000
H -0.521 4.587 3.729 0.000
N 0.992 1.112 -1.103 0.001
S 2.501 0.407 -0.695 -0.001
N 2.290 -1.151 -1.032 -0.001
S 1.081 -2.099 -1.029 -0.009
N 0.275 -2.372 0.284 0.003
S 0.188 -1.307 1.476 -0.012
N 0.763 0.072 1.245 0.012
C 1.059 -2.023 2.825 0.018
C 0.663 -3.283 3.262 -0.013
C 1.356 -3.861 4.309 0.002
C 2.422 -3.185 4.896 -0.001
C 2.801 -1.928 4.443 0.001
C 2.114 -1.328 3.397 -0.001
C -1.538 -1.357 1.928 -0.003
C -2.459 -2.017 1.084 0.331
C -3.858 -1.990 1.226 -0.074
C -4.582 -1.140 2.003 0.326
C -4.016 0.027 2.747 0.001
C -1.729 -0.660 3.085 0.221
C -0.084 -1.707 -2.305 -0.022
C -1.197 -0.934 -2.009 -0.011
C -2.044 -0.572 -3.043 -0.014
C -1.775 -0.980 -4.345 -0.001
C -0.655 -1.753 -4.623 0.000
C 0.204 -2.123 -3.600 0.000
C 1.764 -3.655 -1.466 0.001
C 0.888 -4.736 -1.525 0.000
C 1.400 -5.972 -1.869 0.000
C 2.757 -6.112 -2.146 0.000
C 3.611 -5.020 -2.080 0.000
C 3.119 -3.768 -1.741 0.000
C 3.411 0.955 -2.098 0.000
C 4.471 1.812 -1.830 0.000
C 5.210 2.310 -2.893 0.000
C 4.886 1.937 -4.190 0.000
C 3.827 1.066 -4.439 0.000
C 3.079 0.564 -3.390 0.000
C 0.917 2.511 -1.176 -0.001
C -0.076 3.033 -2.056 0.001
C -0.257 4.390 -2.125 -0.001
C 0.540 5.237 -1.342 0.002
C 1.512 4.746 -0.480 -0.001
C 1.725 3.384 -0.390 0.002
H -0.161 -3.806 2.790 0.006
H 1.069 -4.839 4.670 0.000
H 2.958 -3.643 5.716 0.000
H 3.629 -1.411 4.906 0.000
H 2.380 -0.346 3.033 0.000
H -2.041 -2.661 0.324 0.063
H -4.410 -2.733 0.662 0.006
H -5.655 -1.265 2.075 0.008
H -4.775 0.409 3.430 0.005
H -0.892 -0.390 3.716 0.014
H -1.411 -0.607 -1.001 0.043
H -2.922 0.022 -2.827 0.000
H -2.447 -0.703 -5.147 0.000
H -0.455 -2.081 -5.634 0.000
H 1.070 -2.738 -3.809 0.000
H -0.165 -4.615 -1.304 0.000
H 0.743 -6.829 -1.922 0.000
H 3.150 -7.084 -2.415 0.000
H 4.664 -5.139 -2.294 0.000
H 3.769 -2.908 -1.687 0.000
H 4.736 2.066 -0.810 0.000
H 6.047 2.970 -2.708 0.000
H 5.471 2.316 -5.018 0.000
H 3.594 0.776 -5.455 0.000
H 2.256 -0.116 -3.565 0.000
H -0.630 2.331 -2.667 0.000
H -0.993 4.810 -2.797 0.000
H 0.410 6.309 -1.429 0.000
H 2.115 5.428 0.105 0.000
H 2.500 2.981 0.248 0.001
```

- What is the formula in the third record?
  C6H7FIN